The following is a quantum chemistry calculation of a single C21H19N5O4 molecule, from the OMol25 dataset.

Summary:
SMILES	CCCCOc1ccc(C(=O)Nc2cccc3c(=O)cc(-c4nn[nH]n4)oc23)cc1
electronic energy	-1386.334364	Ha
energy relative to the best compared isomer or geometry (same formula, charge and spin)	97.4	kcal/mol
LUMO energy	-0.4	eV

Geometry as XYZ:
```
49
C21H19N5O4 ωB97M-V with the def2-TZVPD basis set
O -3.30377 -1.23322 -0.80766
O -6.06838 -2.52732 -3.42974
O 1.41277 -1.95561 -2.31802
O 3.40547 0.91178 3.06239
N -6.13944 0.82291 1.92317
N -6.29204 0.08455 0.81974
N -4.13218 0.45473 1.31161
N -0.55372 -1.80279 -1.21285
N -4.83385 1.07181 2.18801
C -5.58431 -1.32189 -1.59843
C -3.41337 -3.39195 -3.87908
C -2.87469 -2.01442 -1.90514
C 0.80300 -1.67552 -1.27489
C 3.58638 -0.25495 0.85009
C 1.52953 -1.06653 -0.15022
C -3.78456 -2.53786 -2.82120
C 1.47581 0.05904 2.02734
C -2.06628 -3.69404 -4.04970
C -4.64868 -0.85792 -0.71787
C 4.75383 2.60397 1.82973
C 2.92303 -0.91243 -0.17920
C 2.85998 0.24948 1.96444
C 4.06420 3.91307 2.18006
C 0.81364 -0.59877 0.99267
C -5.05102 -0.10459 0.48589
C -5.18909 -2.14215 -2.69228
C -1.12045 -3.17457 -3.16963
C -1.50118 -2.28191 -2.12803
C 4.40197 4.97491 1.13135
C 4.70607 1.50150 2.95357
H -1.79792 -4.29538 -4.91179
H -0.93459 -1.41818 -0.37985
H -6.88819 1.11809 2.53447
H 4.39110 2.23311 0.87745
H 3.53375 -1.25379 -1.01590
H 5.43839 0.74522 2.70577
H 5.00952 1.94749 3.88867
H -0.08504 -3.39205 -3.38068
H -0.22202 -0.75887 1.08454
H -4.21788 -3.72052 -4.56396
H 4.67019 -0.09553 0.73495
H 0.91830 0.44824 2.91539
H 5.45451 5.22867 1.24253
H 4.36630 4.26105 3.20264
H 3.01217 3.75319 2.15886
H 3.73991 5.83004 1.21035
H 5.81199 2.81921 1.68640
H -6.67239 -1.08382 -1.51133
H 4.29324 4.53449 0.13536
```

Atom charges from the Mulliken analysis, given in e for atoms 1 to 8:
1 O -0.43
2 O -0.68
3 O -0.71
4 O -0.48
5 N 0.26
6 N -0.44
7 N 0.00
8 N 0.02